1.
A cluster of 2 separate species, C6H12O in total. Source: the Open Molecules 2025 dataset; level of theory: ωB97M-V with the def2-TZVPD basis set.

Each line ends with the Mulliken charge.
CARTESIAN COORDINATES (ANGSTROEM)
C: 2.244 0.986 -0.062  -1.11
C: 2.025 -0.431 0.408  0.25
C: 0.703 -0.917 0.788  -0.32
O: 1.275 -1.254 -0.478  -0.42
H: 1.429 1.288 -0.727  0.23
H: 3.180 1.065 -0.625  0.34
H: 2.284 1.686 0.778  0.27
H: 2.879 -0.923 0.867  0.41
H: -0.104 -0.186 0.776  0.08
H: 0.578 -1.763 1.461  0.30
C: -1.608 1.375 -0.003  -0.55
C: -1.452 0.255 -0.701  -0.29
C: -2.210 -1.018 -0.454  -1.05
H: -2.306 1.429 0.829  0.27
H: -0.994 2.253 -0.185  0.29
H: -0.680 0.198 -1.470  0.37
H: -3.076 -1.054 -1.119  0.35
H: -1.597 -1.902 -0.659  0.30
H: -2.570 -1.088 0.577  0.30

Forces on atoms 1 to 6 (eV/Å):
C 0.00 0.01 -0.01
C 0.28 0.09 0.13
C -0.03 0.09 0.45
O -0.13 -0.07 -0.12
H 0.07 -0.06 0.16
H -0.11 -0.01 0.09

Computed properties:
- Highest occupied orbital energy: -9.41 eV
- SMILES: C[C@H]1CO1.C=CC

***

2.
An isolated molecule of C3H6N4 at a distorted geometry. Source: the Open Molecules 2025 dataset; level of theory: ωB97M-V with the def2-TZVPD basis set.

Each line ends with the Mulliken charge.
CARTESIAN COORDINATES (ANGSTROEM)
C: 0.920 -0.014 -2.162  -0.82
N: 0.131 -0.869 -1.247  -0.70
N: -0.145 -0.310 -0.085  0.80
C: 0.565 -0.645 0.980  0.19
C: 0.075 0.306 1.953  -0.62
N: -0.888 1.014 1.352  -0.33
N: -1.039 0.689 0.063  -0.52
H: 1.908 0.280 -1.803  0.30
H: 1.065 -0.540 -3.135  0.32
H: 0.424 0.866 -2.419  0.36
H: -0.695 -1.095 -1.710  0.25
H: 1.314 -1.492 0.861  0.36
H: 0.210 0.429 3.001  0.41

Forces on atoms 1 to 6 (eV/Å):
C 0.78 -1.39 -0.76
N 2.30 -0.62 -2.87
N -0.45 0.92 1.00
C 0.28 0.83 2.09
C 0.10 -1.93 -2.16
N -0.80 0.67 -1.03

Computed properties:
- Highest occupied orbital energy: -9.57 eV
- SMILES: CNn1ccnn1

***

3.
A structure of composition C22H34CrNO3P3 at a distorted geometry. Source: the Open Molecules 2025 dataset; level of theory: ωB97M-V with the def2-TZVPD basis set.

Each line ends with the Mulliken spin population.
CARTESIAN COORDINATES (ANGSTROEM)
C: 2.638 -1.177 -3.770  0.00
C: 2.230 -0.237 -2.835  -0.01
C: 1.006 0.462 -3.043  0.01
C: 0.154 0.115 -4.152  -0.01
C: 0.615 -0.866 -5.070  0.00
C: 1.838 -1.492 -4.884  0.00
C: -1.104 0.713 -4.205  0.01
C: -1.499 1.668 -3.266  -0.01
C: -0.569 2.014 -2.219  -0.01
C: -0.946 2.921 -1.179  -0.04
C: -2.230 3.440 -1.182  0.01
C: -3.137 3.138 -2.216  0.00
C: -2.782 2.273 -3.239  0.00
H: 3.597 -1.677 -3.633  0.00
H: -0.034 -1.125 -5.910  0.00
H: 2.193 -2.237 -5.603  0.00
H: -1.799 0.427 -4.994  0.00
H: -2.547 4.085 -0.362  0.00
H: -4.133 3.593 -2.205  0.00
H: -3.474 2.020 -4.048  0.00
N: 0.599 1.357 -2.122  0.03
Cr: 0.163 -0.214 0.612  3.51
C: 2.982 0.048 -1.561  -0.01
H: 2.857 1.105 -1.287  0.00
H: 4.043 -0.226 -1.639  0.00
C: 0.037 3.215 -0.061  0.06
H: 1.064 3.151 -0.428  0.00
H: -0.127 4.207 0.374  0.00
P: 2.316 -0.903 -0.121  -0.04
P: -0.083 1.957 1.276  -0.17
C: -1.641 2.398 2.110  0.03
H: -1.759 1.783 3.013  0.01
H: -1.691 3.465 2.367  0.00
H: -2.476 2.145 1.446  0.00
C: 1.255 2.312 2.456  0.02
H: 1.157 3.305 2.918  0.00
H: 1.240 1.551 3.248  0.00
H: 2.224 2.249 1.943  0.00
C: 2.713 -2.618 -0.586  -0.01
H: 3.768 -2.680 -0.877  0.00
H: 2.512 -3.266 0.274  0.00
H: 2.060 -2.936 -1.404  -0.01
C: 3.545 -0.548 1.152  0.02
H: 3.337 -1.140 2.049  0.00
H: 4.529 -0.821 0.746  0.00
H: 3.534 0.513 1.420  0.00
H: -0.683 -0.490 -0.629  -0.25
H: 0.853 -1.676 0.443  -0.16
C: -2.250 -0.217 4.669  0.00
O: -2.192 -0.302 3.208  0.01
P: -1.320 -1.201 2.147  0.00
O: -0.393 -2.149 3.095  0.00
C: -0.684 -3.201 4.017  0.00
O: -2.488 -2.117 1.508  0.02
C: -2.476 -3.519 1.167  0.00
H: -2.991 0.562 4.884  0.00
H: -1.280 0.069 5.107  0.00
H: -2.594 -1.174 5.080  0.00
H: -0.316 -2.876 5.000  0.00
H: -1.760 -3.441 4.080  0.00
H: -0.112 -4.084 3.707  0.00
H: -3.220 -4.028 1.790  0.00
H: -1.492 -3.993 1.307  0.00
H: -2.776 -3.627 0.118  0.00

Forces on atoms 1 to 6 (eV/Å):
C 0.01 0.76 1.02
C 0.53 -0.47 -0.25
C -1.48 0.37 0.21
C 0.44 0.08 0.52
C 0.55 -0.64 -0.23
C -1.04 0.26 -0.76

Computed properties:
- Highest occupied orbital energy (spin up / spin down): -9.94 / -10.03 eV
- Charge: +1
- Spin multiplicity: 4

***

4.
A cluster of 11 separate species, C4H27NO13 in total at a distorted geometry. Source: the Open Molecules 2025 dataset; level of theory: ωB97M-V with the def2-TZVPD basis set.

Each line ends with the Mulliken charge.
CARTESIAN COORDINATES (ANGSTROEM)
N: 2.044 -0.326 0.174  -0.43
C: 1.228 -0.652 -0.965  0.10
C: 1.321 0.298 -2.174  -0.48
C: 2.526 -0.144 -2.847  -0.17
O: 3.468 0.560 -3.194  -0.56
C: -0.251 -0.522 -0.240  0.23
O: -0.840 -1.478 0.167  -0.59
O: -0.703 0.733 -0.210  -0.39
H: 1.954 0.647 0.458  0.03
H: 3.056 -0.415 0.058  0.33
H: 1.133 -1.668 -1.428  0.46
H: 0.468 -0.080 -2.872  0.15
H: 1.165 1.355 -1.837  0.50
H: 2.620 -1.227 -3.107  0.38
H: -1.545 0.848 0.248  0.35
O: -0.315 3.462 1.900  -0.57
H: -0.187 4.247 2.445  0.28
H: 0.341 3.564 1.236  0.30
O: 1.961 3.276 2.807  -0.62
H: 2.494 2.899 2.098  0.29
H: 1.669 2.426 3.162  0.34
O: 2.718 2.344 -0.955  -0.54
H: 3.000 3.234 -0.665  0.28
H: 3.214 2.093 -1.717  0.24
O: -0.351 -2.401 -3.209  -0.55
H: -1.106 -2.930 -2.974  0.28
H: -0.515 -2.061 -4.093  0.28
O: 0.041 0.854 4.831  -0.63
H: 0.658 0.109 4.954  0.31
H: -0.502 0.773 4.069  0.30
O: 2.358 -3.061 1.199  -0.64
H: 1.606 -2.573 0.849  0.37
H: 2.348 -2.926 2.144  0.30
O: -1.768 -2.298 2.323  -0.65
H: -1.737 -2.865 1.533  0.37
H: -0.919 -1.877 2.277  0.29
O: -2.472 -0.529 -3.414  -0.59
H: -2.162 -0.343 -2.553  0.37
H: -3.256 -0.060 -3.717  0.26
O: -3.988 0.079 -0.860  -0.64
H: -3.920 -0.137 0.085  0.42
H: -4.787 -0.344 -1.339  0.27
O: -4.297 -0.753 1.575  -0.70
H: -4.060 -1.666 1.482  0.33
H: -3.710 -0.466 2.299  0.34

Forces on atoms 1 to 6 (eV/Å):
N 1.51 -0.38 0.59
C -3.86 0.96 0.66
C -2.82 -0.67 0.12
C 2.43 0.80 -1.73
O -0.75 -0.24 0.65
C 1.68 -0.07 -2.11

Computed properties:
- Highest occupied orbital energy: -9.65 eV
- SMILES: N[C@H](CC=O)C(=O)O.O.O.O.O.O.O.O.O.O.O

***

Electronic energy for every record listed, in sequence, given in hartree: -310.9651 -336.8442 -3207.4795 -1201.4209.
Energy above the lowest of the compared OMol25 structures with the same formula, charge and spin for every record listed, in sequence, given in kcal/mol: 59.07 65.93 0.00 94.58.